[1]
A single C5H10N2 molecule at a distorted geometry. Source: the Open Molecules 2025 dataset; level of theory: the ωB97M-V functional and the def2-TZVPD basis.

## Properties
SMILES: C=C/C=C(\C)NN
E_tot (eV): -8323.8559
Max |F| (hartree/bohr): 0.11611

Each line ends with the Löwdin charge.
CARTESIAN COORDINATES (ANGSTROEM)
C1 -2.52 -0.89 0.45  -0.029
C2 -1.67 -1.17 -0.54  -0.147
C3 -0.07 -0.99 -0.43  -0.052
C4 0.29 0.26 -0.43  -0.272
C5 -0.32 1.59 -0.19  -0.061
N1 1.92 0.28 -0.41  -0.119
N2 2.53 -0.34 0.69  -0.065
H1 -2.21 -0.35 1.34  0.060
H2 -3.55 -1.23 0.42  0.049
H3 -1.99 -1.72 -1.41  0.081
H4 0.49 -1.91 -0.53  0.101
H5 -0.02 1.92 0.82  0.091
H6 -1.41 1.60 -0.28  0.070
H7 0.04 2.33 -0.92  0.077
H8 2.24 1.25 -0.56  0.083
H9 2.83 0.21 1.49  0.066
H10 3.40 -0.84 0.50  0.067


[2]
9 unconnected molecules or ions with the total composition C57H126N6O9 at a distorted geometry. Source: the Open Molecules 2025 dataset; level of theory: the ωB97M-V functional and the def2-TZVPD basis.

## Properties
SMILES: CC1(C)CCCC(C)(C)N1O.CC1(C)CCCC(C)(C)N1O.CC1(C)CCCC(C)(C)N1O.CC1(C)CCCC(C)(C)N1O.CC1(C)CCCC(C)(C)N1O.CC1(C)CCCC(C)(C)N1O.CO.CO.CO
E_tot (eV): -88508.0581
Max |F| (hartree/bohr): 0.08436

Each line ends with the Löwdin charge.
CARTESIAN COORDINATES (ANGSTROEM)
C1 -2.38 2.66 -2.55  -0.017
C2 -3.78 2.67 -1.79  -0.477
C3 -3.79 3.76 -0.78  -0.028
C4 -4.87 2.92 -2.89  -0.110
C5 -6.31 2.50 -2.50  -0.186
C6 -6.31 1.11 -1.96  -0.158
C7 -5.26 0.72 -0.92  -0.492
C8 -5.75 1.22 0.38  -0.047
C9 -5.03 -0.79 -0.83  -0.026
N1 -3.94 1.32 -1.30  -0.081
O1 -2.97 0.95 -0.34  -0.035
H1 -1.89 3.60 -2.80  0.075
H2 -1.61 2.02 -2.13  0.057
H3 -2.44 2.28 -3.57  0.067
H4 -4.76 4.25 -0.80  0.083
H5 -3.54 3.37 0.21  0.067
H6 -2.98 4.46 -0.99  0.081
H7 -5.08 3.97 -3.10  0.114
H8 -4.62 2.48 -3.86  0.109
H9 -6.52 3.09 -1.61  0.091
H10 -7.11 2.74 -3.20  0.121
H11 -6.31 0.44 -2.82  0.121
H12 -7.31 0.99 -1.54  0.121
H13 -6.09 2.26 0.32  0.088
H14 -4.95 1.17 1.11  0.054
H15 -6.64 0.76 0.82  0.100
H16 -5.98 -1.26 -0.57  0.093
H17 -4.31 -1.00 -0.04  0.049
H18 -4.74 -1.40 -1.69  0.089
H19 -2.45 0.36 -0.89  0.074
C10 1.14 -0.53 3.45  -0.006
C11 2.71 -0.42 3.27  -0.468
C12 3.15 -1.38 2.12  -0.019
C13 3.08 0.98 2.83  -0.132
C14 2.80 2.01 3.97  -0.180
C15 3.74 1.70 5.12  -0.128
C16 3.53 0.23 5.65  -0.434
C17 4.82 -0.17 6.55  -0.020
C18 2.19 0.13 6.53  -0.012
N2 3.43 -0.68 4.53  -0.108
O2 3.18 -2.06 4.86  -0.009
H20 0.82 0.24 4.16  0.048
H21 0.59 -0.44 2.51  0.062
H22 0.76 -1.47 3.85  0.074
H23 2.41 -2.19 2.05  0.076
H24 3.26 -0.86 1.17  0.058
H25 4.12 -1.81 2.38  0.087
H26 4.14 1.09 2.58  0.117
H27 2.55 1.17 1.90  0.100
H28 2.84 3.07 3.71  0.108
H29 1.77 1.99 4.32  0.079
H30 3.37 2.34 5.92  0.120
H31 4.76 1.83 4.76  0.120
H32 4.72 -1.10 7.09  0.072
H33 5.18 0.65 7.17  0.067
H34 5.70 -0.18 5.90  0.070
H35 2.39 0.62 7.48  0.077
H36 1.96 -0.92 6.74  0.070
H37 1.35 0.57 5.99  0.051
H38 2.23 -2.05 5.01  0.057
C19 -0.21 3.38 -6.29  -0.044
C20 1.19 2.99 -5.73  -0.450
C21 0.94 1.87 -4.66  -0.008
C22 2.07 2.47 -6.92  -0.105
C23 3.58 2.50 -6.70  -0.211
C24 4.04 3.80 -6.22  -0.176
C25 3.31 4.34 -5.02  -0.485
C26 3.75 3.67 -3.81  -0.044
C27 3.60 5.92 -4.93  -0.016
N3 1.86 4.21 -5.27  -0.143
O3 1.07 4.85 -4.39  -0.017
H39 -0.24 4.18 -7.03  0.084
H40 -0.80 2.50 -6.55  0.086
H41 -0.92 3.77 -5.56  0.060
H42 0.44 2.15 -3.74  0.065
H43 0.56 0.97 -5.14  0.088
H44 1.93 1.60 -4.30  0.046
H45 1.92 1.41 -7.12  0.114
H46 1.84 3.08 -7.79  0.116
H47 3.97 1.70 -6.07  0.100
H48 4.07 2.37 -7.67  0.118
H49 3.93 4.43 -7.10  0.126
H50 5.12 3.70 -6.08  0.133
H51 3.20 3.84 -2.88  0.078
H52 4.73 4.01 -3.47  0.096
H53 3.73 2.59 -3.91  0.074
H54 3.12 6.30 -4.03  0.059
H55 3.05 6.54 -5.64  0.077
H56 4.60 6.29 -4.72  0.078
H57 0.44 5.32 -4.92  0.101
C28 3.81 -2.30 -5.17  -0.041
C29 3.81 -2.02 -3.65  -0.464
C30 3.95 -0.50 -3.47  -0.018
C31 2.44 -2.56 -3.19  -0.111
C32 2.19 -2.67 -1.60  -0.127
C33 3.38 -3.39 -0.97  -0.133
C34 4.75 -2.90 -1.45  -0.506
C35 5.19 -1.64 -0.75  -0.024
C36 5.70 -4.08 -1.08  -0.035
N4 4.82 -2.85 -2.92  -0.102
O4 6.09 -2.51 -3.35  -0.011
H58 3.58 -3.29 -5.57  0.082
H59 3.26 -1.58 -5.77  0.073
H60 4.80 -2.09 -5.58  0.075
H61 3.68 0.12 -4.32  0.060
H62 3.39 -0.20 -2.59  0.062
H63 4.94 -0.20 -3.15  0.076
H64 1.61 -2.01 -3.65  0.112
H65 2.24 -3.54 -3.62  0.106
H66 2.14 -1.61 -1.35  0.079
H67 1.25 -3.21 -1.44  0.086
H68 3.22 -4.46 -1.13  0.121
H69 3.39 -3.29 0.12  0.098
H70 6.13 -1.26 -1.13  0.091
H71 5.36 -1.76 0.32  0.083
H72 4.35 -0.96 -0.89  0.058
H73 6.77 -3.94 -1.22  0.076
H74 5.45 -4.96 -1.67  0.086
H75 5.60 -4.27 -0.01  0.080
H76 6.17 -1.60 -3.06  0.062
C37 -2.08 -3.05 -1.16  -0.038
C38 -1.97 -3.93 0.09  -0.456
C39 -0.96 -3.33 1.12  -0.003
C40 -3.41 -3.70 0.73  -0.140
C41 -3.66 -4.72 1.87  -0.159
C42 -3.68 -6.14 1.20  -0.142
C43 -2.31 -6.52 0.62  -0.438
C44 -1.32 -6.99 1.70  -0.025
C45 -2.61 -7.74 -0.43  -0.024
N5 -1.90 -5.36 -0.31  -0.137
O5 -0.70 -5.54 -0.86  -0.005
H77 -2.70 -3.56 -1.90  0.093
H78 -2.45 -2.08 -0.84  0.054
H79 -1.14 -2.90 -1.69  0.067
H80 -1.00 -3.95 2.02  0.064
H81 0.07 -3.38 0.74  0.068
H82 -1.17 -2.27 1.25  0.074
H83 -3.54 -2.69 1.10  0.083
H84 -4.15 -3.97 -0.03  0.114
H85 -2.87 -4.72 2.63  0.090
H86 -4.61 -4.49 2.35  0.105
H87 -4.32 -6.18 0.32  0.110
H88 -3.94 -6.86 1.98  0.115
H89 -1.60 -7.74 2.45  0.085
H90 -0.95 -6.08 2.16  0.066
H91 -0.47 -7.49 1.24  0.074
H92 -3.11 -7.41 -1.34  0.077
H93 -3.09 -8.58 0.06  0.084
H94 -1.61 -7.94 -0.81  0.059
H95 -0.97 -6.18 -1.53  0.098
C46 -2.89 -1.79 4.15  -0.028
C47 -3.69 -0.50 4.35  -0.490
C48 -5.01 -0.60 3.58  -0.028
C49 -3.89 -0.35 5.88  -0.117
C50 -4.21 1.08 6.31  -0.188
C51 -3.16 2.03 5.81  -0.158
C52 -2.93 2.01 4.31  -0.442
C53 -4.08 2.72 3.56  -0.031
C54 -1.58 2.77 3.98  -0.008
N6 -2.81 0.58 3.86  -0.131
O6 -2.31 0.39 2.58  -0.009
H96 -3.30 -2.62 4.73  0.090
H97 -2.85 -2.12 3.11  0.051
H98 -1.88 -1.58 4.51  0.085
H99 -5.82 0.09 3.84  0.077
H100 -4.98 -0.72 2.49  0.064
H101 -5.49 -1.52 3.89  0.083
H102 -4.74 -0.95 6.19  0.121
H103 -2.96 -0.65 6.37  0.119
H104 -5.16 1.32 5.84  0.101
H105 -4.47 1.23 7.36  0.115
H106 -2.25 1.80 6.37  0.118
H107 -3.45 3.03 6.15  0.123
H108 -4.18 3.75 3.89  0.083
H109 -5.09 2.32 3.51  0.074
H110 -3.83 2.89 2.52  0.060
H111 -0.82 2.71 4.75  0.071
H112 -1.80 3.83 3.97  0.084
H113 -1.15 2.42 3.04  0.051
H114 -3.14 0.61 2.16  0.055
C55 4.07 2.24 -0.56  -0.181
O7 5.29 2.30 -1.19  -0.106
H115 3.59 1.31 -0.87  0.064
H116 4.29 2.20 0.51  0.074
H117 3.41 3.05 -0.85  0.060
H118 5.76 3.03 -0.78  0.084
C56 0.13 3.75 0.95  -0.195
O8 0.98 3.59 -0.06  -0.096
H119 0.11 4.75 1.38  0.100
H120 -0.88 3.37 0.77  0.079
H121 0.46 3.08 1.75  0.070
H122 0.95 4.34 -0.65  0.114
C57 0.14 0.19 -0.26  -0.145
O9 0.71 1.09 -1.20  -0.120
H123 -0.50 -0.52 -0.77  0.068
H124 0.92 -0.27 0.35  0.059
H125 -0.52 0.70 0.44  0.065
H126 0.85 1.91 -0.72  0.016


[3]
2 unconnected molecules or ions with the total composition C3H6NO3 at a distorted geometry. Source: the Open Molecules 2025 dataset; level of theory: the ωB97M-V functional and the def2-TZVPD basis.

## Properties
Net charge: -1
E_tot (eV): -10835.5976
Max |F| (hartree/bohr): 0.09459

Each line ends with the Löwdin charge.
CARTESIAN COORDINATES (ANGSTROEM)
O1 1.23 -0.51 -2.01  0.005
C1 1.68 -0.49 -0.85  -0.702
O2 2.72 -1.09 -0.47  -0.044
C2 0.87 0.02 0.31  -0.339
C3 -0.56 0.38 0.10  -0.051
O3 -3.14 -0.07 -0.67  -0.554
N1 1.62 0.67 1.29  0.246
H1 1.18 -0.70 1.22  0.255
H2 -0.87 0.93 0.99  0.079
H3 -1.19 -0.55 -0.03  0.089
H4 -0.77 0.86 -0.86  0.105
H5 1.15 0.69 2.21  0.088
H6 -3.91 -0.16 -1.24  -0.177


[4]
12 unconnected molecules or ions with the total composition C46H121N5O22 at a distorted geometry. Source: the Open Molecules 2025 dataset; level of theory: the ωB97M-V functional and the def2-TZVPD basis.

## Properties
SMILES: COCCNCCOC.COCCNCCOC.COCCNCCOC.COCCNCCOC.COCCNCCOC.CC(C)O.CC(C)O.OCCO.OCCO.OCCO.OCCO.OCCO
E_tot (eV): -102151.4926
Max |F| (hartree/bohr): 0.03492

Each line ends with the Löwdin charge.
CARTESIAN COORDINATES (ANGSTROEM)
C1 1.43 -4.51 -8.32  -0.116
O1 0.05 -4.41 -8.10  -0.195
C2 -0.65 -3.84 -9.20  -0.203
C3 -0.44 -2.34 -9.24  -0.213
N1 -1.14 -1.72 -8.11  -0.044
C4 -0.73 -0.33 -7.91  -0.184
C5 0.67 -0.13 -7.29  -0.221
O2 1.00 -1.16 -6.41  -0.234
C6 2.20 -0.97 -5.70  -0.082
H1 1.91 -3.65 -8.78  0.081
H2 1.64 -5.37 -8.98  0.089
H3 1.90 -4.79 -7.38  0.082
H4 -1.72 -4.00 -9.04  0.126
H5 -0.33 -4.29 -10.14  0.121
H6 -0.82 -1.88 -10.16  0.122
H7 0.62 -2.08 -9.20  0.099
H8 -0.91 -2.22 -7.26  0.064
H9 -1.42 0.11 -7.19  0.109
H10 -0.92 0.20 -8.84  0.119
H11 0.72 0.84 -6.79  0.121
H12 1.38 -0.09 -8.13  0.119
H13 2.20 0.08 -5.42  0.073
H14 3.08 -1.21 -6.32  0.097
H15 2.31 -1.62 -4.83  0.073
C7 5.79 2.97 1.52  -0.112
O3 6.14 1.85 2.31  -0.203
C8 6.66 2.22 3.58  -0.228
C9 6.86 1.00 4.45  -0.204
N2 5.59 0.43 4.93  -0.051
C10 4.98 -0.47 3.93  -0.202
C11 3.89 -1.28 4.57  -0.237
O4 3.47 -2.29 3.67  -0.185
C12 2.42 -3.04 4.22  -0.112
H16 6.69 3.55 1.27  0.092
H17 5.14 3.67 2.05  0.085
H18 5.26 2.57 0.66  0.066
H19 6.03 2.99 4.04  0.125
H20 7.68 2.62 3.43  0.125
H21 7.37 1.35 5.35  0.120
H22 7.49 0.27 3.95  0.121
H23 5.79 -0.17 5.73  0.103
H24 5.69 -1.14 3.43  0.128
H25 4.54 0.16 3.15  0.101
H26 3.04 -0.65 4.87  0.105
H27 4.21 -1.79 5.49  0.129
H28 2.71 -3.53 5.16  0.092
H29 2.03 -3.76 3.52  0.078
H30 1.56 -2.40 4.48  0.080
C13 -7.10 3.26 6.02  -0.127
O5 -5.85 2.85 5.53  -0.206
C14 -4.77 3.10 6.42  -0.217
C15 -3.53 2.54 5.77  -0.200
N3 -2.39 2.63 6.72  -0.061
C16 -1.24 1.93 6.17  -0.230
C17 0.03 2.13 6.97  -0.217
O6 1.05 1.34 6.38  -0.201
C18 2.29 2.01 6.37  -0.114
H31 -7.36 2.77 6.96  0.086
H32 -7.86 3.06 5.27  0.085
H33 -7.09 4.35 6.17  0.087
H34 -5.02 2.60 7.36  0.124
H35 -4.69 4.18 6.60  0.127
H36 -3.29 3.16 4.89  0.114
H37 -3.62 1.53 5.38  0.117
H38 -2.19 3.63 6.76  0.109
H39 -1.09 2.28 5.13  0.111
H40 -1.43 0.86 6.04  0.120
H41 -0.06 1.80 8.01  0.129
H42 0.27 3.20 7.01  0.122
H43 2.53 2.42 7.36  0.090
H44 2.29 2.84 5.65  0.083
H45 3.11 1.36 6.06  0.061
C19 -3.71 0.33 -3.68  -0.089
O7 -2.48 0.63 -4.29  -0.202
C20 -1.30 0.08 -3.71  -0.187
C21 -1.36 -1.42 -3.51  -0.179
N4 -1.40 -2.07 -4.83  -0.028
C22 -1.21 -3.52 -4.86  -0.177
C23 0.20 -4.04 -4.67  -0.230
O8 0.59 -3.97 -3.32  -0.198
C24 1.91 -4.43 -3.12  -0.093
H46 -4.24 1.27 -3.47  0.095
H47 -3.63 -0.19 -2.72  0.056
H48 -4.39 -0.21 -4.34  0.094
H49 -1.18 0.56 -2.73  0.109
H50 -0.45 0.36 -4.34  0.123
H51 -2.24 -1.71 -2.93  0.089
H52 -0.51 -1.77 -2.91  0.097
H53 -0.66 -1.60 -5.35  0.063
H54 -1.51 -3.82 -5.87  0.104
H55 -1.91 -3.99 -4.17  0.126
H56 0.92 -3.53 -5.33  0.104
H57 0.20 -5.07 -5.06  0.126
H58 2.05 -5.39 -3.63  0.093
H59 2.05 -4.57 -2.05  0.069
H60 2.64 -3.73 -3.55  0.085
C25 -1.71 -1.39 3.13  -0.071
O9 -0.44 -1.09 2.61  -0.214
C26 0.22 -0.03 3.27  -0.188
C27 1.49 0.33 2.51  -0.162
N5 1.11 1.04 1.30  -0.059
C28 2.22 1.53 0.51  -0.196
C29 1.71 1.91 -0.87  -0.204
O10 1.12 0.79 -1.50  -0.194
C30 1.98 0.08 -2.36  -0.093
H61 -2.40 -0.54 3.04  0.092
H62 -1.65 -1.74 4.16  0.100
H63 -2.21 -2.13 2.51  0.070
H64 0.49 -0.32 4.29  0.112
H65 -0.38 0.89 3.25  0.108
H66 2.13 -0.51 2.22  0.120
H67 2.06 0.98 3.18  0.127
H68 0.50 0.57 0.63  0.111
H69 3.01 0.76 0.34  0.121
H70 2.74 2.38 0.96  0.106
H71 2.49 2.39 -1.48  0.120
H72 0.89 2.62 -0.73  0.121
H73 2.87 -0.30 -1.84  0.089
H74 2.31 0.69 -3.21  0.075
H75 1.42 -0.77 -2.75  0.069
C31 -4.24 -6.05 4.88  -0.060
C32 -4.42 -4.55 4.75  -0.491
C33 -4.30 -4.10 3.30  -0.080
O11 -5.70 -4.14 5.22  -0.052
H76 -4.36 -6.37 5.92  0.079
H77 -3.26 -6.37 4.53  0.082
H78 -5.05 -6.56 4.36  0.081
H79 -3.67 -4.01 5.33  0.136
H80 -3.35 -4.30 2.80  0.074
H81 -4.47 -3.03 3.15  0.074
H82 -5.04 -4.60 2.67  0.083
H83 -6.38 -4.64 4.75  0.084
C34 -4.52 1.93 1.95  -0.039
C35 -3.17 2.46 1.49  -0.466
C36 -3.12 2.73 -0.02  -0.039
O12 -2.99 3.71 2.19  -0.072
H84 -4.81 1.06 1.36  0.064
H85 -5.28 2.71 1.93  0.088
H86 -4.40 1.61 2.99  0.059
H87 -2.36 1.76 1.74  0.118
H88 -4.05 3.17 -0.36  0.087
H89 -2.79 1.84 -0.55  0.056
H90 -2.32 3.45 -0.22  0.066
H91 -2.05 3.75 2.41  0.033
O13 -1.41 3.28 -4.42  -0.060
C37 -0.73 3.45 -3.19  -0.259
C38 -0.64 4.91 -2.85  -0.261
O14 -1.90 5.52 -2.78  -0.052
H92 -1.73 2.37 -4.48  0.048
H93 -1.34 2.97 -2.41  0.107
H94 0.24 2.93 -3.16  0.107
H95 0.07 5.47 -3.48  0.119
H96 -0.23 4.95 -1.84  0.105
H97 -2.39 5.30 -3.58  0.086
O15 -0.41 -4.52 0.15  -0.054
C39 0.81 -3.85 0.40  -0.238
C40 0.88 -2.50 -0.27  -0.210
O16 -0.27 -1.72 0.01  -0.101
H98 -1.09 -3.85 -0.03  0.046
H99 0.97 -3.71 1.48  0.100
H100 1.64 -4.48 0.07  0.110
H101 0.89 -2.59 -1.37  0.088
H102 1.79 -1.94 -0.02  0.123
H103 -0.24 -1.38 0.93  0.056
O17 6.93 1.12 -3.03  -0.047
C41 5.63 1.56 -2.68  -0.263
C42 4.96 2.09 -3.92  -0.245
O18 4.83 1.09 -4.91  -0.065
H104 7.40 0.91 -2.21  0.090
H105 4.99 0.79 -2.24  0.106
H106 5.67 2.39 -1.95  0.113
H107 5.51 2.95 -4.32  0.125
H108 3.94 2.41 -3.71  0.105
H109 5.68 0.86 -5.30  0.089
O19 0.97 6.79 2.31  -0.058
C43 0.19 5.62 2.12  -0.241
C44 0.82 4.40 2.76  -0.220
O20 -0.04 3.28 2.55  -0.115
H110 1.68 6.82 1.68  0.082
H111 -0.82 5.78 2.51  0.124
H112 0.05 5.46 1.05  0.118
H113 0.97 4.54 3.83  0.115
H114 1.79 4.16 2.32  0.109
H115 0.38 2.62 1.96  0.040
O21 -2.73 -0.64 -0.81  -0.092
C45 -3.85 -1.30 -0.28  -0.248
C46 -4.05 -2.68 -0.84  -0.223
O22 -3.11 -3.57 -0.21  -0.070
H116 -1.92 -1.08 -0.48  0.058
H117 -3.82 -1.38 0.81  0.110
H118 -4.74 -0.71 -0.55  0.124
H119 -4.03 -2.70 -1.94  0.116
H120 -5.07 -3.05 -0.67  0.122
H121 -3.40 -4.46 -0.40  0.100


Number 1: LUMO level 1.0994 eV. Number 2: LUMO level 0.4041 eV. Number 3: LUMO level 0.4806 eV. Number 4: LUMO level 0.1365 eV.